Record 1
Entry from the OMol25 dataset: C16H29N2O11PS2 as an isolated structure (the ωB97M-V functional and the def2-TZVPD basis).

Properties
Orbital gap: 0.3478 hartree
HOMO level: -9.40 eV

Structure (ORCA input):
```
! RIJCOSX wB97M-V def2-TZVPD def2/J DEFGRID3
* xyz 0 1
O 4.23 -2.72 5.74
P 3.61 -1.89 4.67
O 4.15 -2.50 3.23
O 4.17 -0.34 4.93
C 1.77 -1.92 4.88
C 0.95 -2.30 3.60
O -0.06 -3.31 3.83
S -0.75 -3.45 2.33
O -2.02 -4.11 2.38
O 0.13 -3.88 1.27
O -0.84 -1.81 2.08
C 0.32 -1.17 2.70
C -0.28 0.10 3.36
C -0.91 1.09 2.28
C 0.07 2.26 1.86
C 1.23 1.66 0.98
C 1.60 2.53 -0.29
C 3.16 2.56 -0.61
C 3.62 1.38 -1.53
S 3.36 -0.29 -0.80
C 1.93 -0.96 -1.68
N 0.98 -1.71 -1.17
N 0.03 -2.02 -2.09
C 0.49 -1.39 -3.24
O 1.67 -0.75 -3.02
H 3.62 -2.19 2.47
H 5.14 -0.40 4.90
H 1.56 -2.71 5.64
H 1.41 -0.96 5.34
H 1.68 -2.84 2.94
H 1.08 -0.94 1.92
H 0.43 0.69 3.99
H -1.14 -0.16 4.04
H -1.86 1.56 2.64
H -1.19 0.55 1.33
H 0.41 2.89 2.71
H -0.54 2.93 1.19
H 2.16 1.56 1.59
H 0.86 0.68 0.59
H 1.21 3.58 -0.17
H 1.10 2.10 -1.20
H 3.77 2.67 0.32
H 3.31 3.50 -1.20
H 4.72 1.50 -1.69
H 3.08 1.48 -2.50
H -0.05 -1.45 -4.21
C -6.29 1.31 -5.37
C -4.93 1.28 -6.02
O -3.89 1.56 -5.08
C -3.56 0.55 -4.27
O -4.03 -0.55 -4.28
O -2.61 0.99 -3.43
C -2.22 0.03 -2.44
H -6.45 2.25 -4.85
H -7.08 1.18 -6.12
H -6.39 0.51 -4.63
H -4.87 2.06 -6.79
H -4.74 0.32 -6.52
H -1.93 -0.91 -2.89
H -3.03 -0.13 -1.73
H -1.36 0.43 -1.91
*
```

Atomic partial charges in e from the Mulliken method, atoms 1 to 2: number 1, O, carries -0.70; number 2, P, carries 0.99

***

Record 2
Entry from the OMol25 dataset: an isolated ion of composition C16H29N6O3 and charge +1 (the ωB97M-V functional and the def2-TZVPD basis).

Properties
Orbital gap: 0.3278 hartree
HOMO level: -11.09 eV
Energy relative to the best compared isomer or geometry (same formula, charge and spin): 0.00 kcal/mol
Structure (SMILES): CC[C@@H](C)[C@H]([NH3+])c1cn([C@@H](CCC(=O)O)C(=O)N2CCNCC2)nn1

Structure (ORCA input):
```
! RIJCOSX wB97M-V def2-TZVPD def2/J DEFGRID3
* xyz 1 1
C 6.15 1.82 -0.29
H 5.82 2.81 -0.61
H 6.40 1.24 -1.17
H 7.05 1.95 0.30
C 5.07 1.14 0.55
H 4.87 1.77 1.42
H 5.46 0.18 0.89
C 3.77 0.93 -0.25
C 3.89 -0.29 -1.16
H 3.20 -0.22 -2.00
H 3.70 -1.22 -0.63
H 4.89 -0.34 -1.58
H 3.62 1.82 -0.88
C 2.57 0.87 0.71
C 1.21 0.73 0.13
C 0.70 -0.15 -0.81
N -0.64 -0.07 -0.65
N -0.93 0.82 0.30
N 0.16 1.29 0.77
C -1.67 -0.97 -1.14
H -2.04 -0.60 -2.10
C -1.11 -2.38 -1.41
H -0.34 -2.29 -2.17
H -1.92 -2.97 -1.84
C -0.55 -3.19 -0.22
C 0.38 -2.42 0.69
O 1.60 -2.41 0.55
O -0.16 -1.73 1.66
H -1.18 -1.72 1.58
H 0.01 -4.03 -0.63
H -1.38 -3.57 0.38
C -2.78 -0.95 -0.07
O -2.62 -1.63 0.95
N -3.86 -0.22 -0.27
C -4.86 -0.14 0.79
H -4.67 -0.94 1.51
H -5.85 -0.28 0.34
C -4.77 1.24 1.47
N -4.93 2.32 0.52
H -5.88 2.37 0.18
C -3.99 2.19 -0.57
H -2.98 2.31 -0.16
C -4.08 0.81 -1.27
H -3.36 0.77 -2.08
H -5.09 0.67 -1.68
H -4.18 2.98 -1.30
H -3.78 1.34 1.93
H -5.53 1.32 2.24
H 1.16 -0.77 -1.54
H 2.56 1.79 1.30
N 2.72 -0.28 1.67
H 2.37 -1.21 1.22
H 2.13 -0.13 2.49
H 3.70 -0.38 1.95
*
```

Atomic partial charges in e from the Mulliken method, atoms 1 to 2: number 1, C, carries -1.43; number 2, H, carries 0.37

***

Record 3
Entry from the OMol25 dataset: a 2-piece molecular cluster, C16H30BBrN2O6P overall (the ωB97M-V functional and the def2-TZVPD basis).

Properties
Orbital gap: 0.3436 hartree
HOMO level: -12.21 eV

Structure (ORCA input):
```
! RIJCOSX wB97M-V def2-TZVPD def2/J DEFGRID3
* xyz 1 1
C 4.59 0.48 2.05
C 4.09 1.00 0.71
C 2.70 1.65 0.76
C 1.54 0.72 0.38
C 1.70 -0.72 0.86
N 0.14 1.29 0.78
C -0.02 2.81 0.58
C 0.40 3.86 1.62
C -0.65 4.97 1.62
O 1.63 4.43 1.20
B -0.81 0.62 -0.30
O -1.01 1.23 -1.49
O -1.36 -0.56 0.02
C -2.83 -0.60 0.07
C -3.24 -1.53 1.20
P -0.42 0.52 2.41
O 0.72 1.07 3.40
Br -2.13 1.88 2.82
H 4.05 -0.40 2.40
H 5.65 0.22 2.00
H 4.49 1.25 2.82
H 4.14 0.22 -0.06
H 4.78 1.77 0.38
H 2.56 2.10 1.74
H 2.69 2.50 0.08
H 1.52 0.68 -0.71
H 2.48 -1.20 0.27
H 0.79 -1.31 0.70
H 1.96 -0.79 1.91
H -1.08 2.95 0.37
H 0.52 3.05 -0.34
H 0.48 3.46 2.63
H -1.60 4.64 2.03
H -0.28 5.79 2.23
H -0.78 5.35 0.61
H 2.19 4.64 1.95
H -0.28 1.75 -1.86
H -3.23 -0.92 -0.89
H -3.19 0.41 0.27
H -4.15 -2.08 0.94
H -3.37 -1.01 2.14
H -2.45 -2.28 1.34
H 1.40 1.65 3.05
C -0.50 -3.05 -2.09
C -1.51 -2.35 -2.72
C -2.42 -3.01 -3.53
C -2.29 -4.38 -3.68
C -1.29 -5.10 -3.07
C -0.38 -4.42 -2.27
N -3.27 -5.09 -4.53
O -4.13 -4.43 -5.07
O -3.15 -6.29 -4.63
H 0.21 -2.53 -1.45
H -1.60 -1.28 -2.59
H -3.22 -2.48 -4.04
H -1.22 -6.17 -3.22
H 0.41 -4.97 -1.78
*
```

Atomic partial charges in e from the Mulliken method, atoms 1 to 2: number 1, C, carries -1.17; number 2, C, carries -0.79

***

Record 4
Entry from the OMol25 dataset: C16H30CrI2N2O3S3Sc as an isolated structure (the ωB97M-V functional and the def2-TZVPD basis).

Properties
Orbital gap (alpha / beta): 0.2089 / 0.1509 hartree
Expectation value of S²: 3.998
HOMO level (alpha / beta): -20.65 / -19.93 eV

Structure (ORCA input):
```
! RIJCOSX wB97M-V def2-TZVPD def2/J DEFGRID3
* xyz 4 4
I -1.05 2.41 2.04
I 3.57 3.25 -0.79
Sc 2.17 0.87 -1.36
Cr -0.35 0.53 0.27
S 0.01 2.24 -1.14
S 1.69 0.74 1.10
C -1.00 -0.90 -0.94
C -0.83 2.88 -2.71
C 2.76 -0.27 2.30
C 0.20 3.75 -3.43
C -1.27 1.69 -3.53
C -2.01 3.71 -2.23
C 4.06 0.52 2.40
C 2.91 -1.66 1.73
C 2.02 -0.25 3.64
C 1.68 -0.19 -3.41
C 3.22 -1.23 -1.70
O -1.48 -1.13 -2.03
O 1.59 -0.82 -4.38
O 3.69 -2.24 -2.03
H 1.09 3.19 -3.72
H 0.53 4.58 -2.78
H -0.26 4.18 -4.34
H -0.41 1.07 -3.83
H -1.78 2.06 -4.44
H -1.95 1.04 -2.96
H -2.72 3.10 -1.65
H -2.54 4.14 -3.09
H -1.68 4.53 -1.58
H 4.76 0.03 3.09
H 3.86 1.54 2.76
H 4.56 0.62 1.42
H 3.63 -2.23 2.34
H 3.27 -1.64 0.69
H 1.95 -2.19 1.73
H 2.62 -0.79 4.39
H 1.03 -0.72 3.57
H 1.87 0.78 3.98
C -0.91 -3.46 2.88
N -2.20 -3.19 2.23
C -3.41 -3.52 2.99
C -2.26 -2.37 1.17
S -0.70 -1.79 0.55
N -3.45 -2.05 0.61
C -4.42 -3.09 0.24
C -3.79 -0.69 0.17
H -1.13 -4.09 3.73
H -0.44 -2.53 3.24
H -0.23 -3.98 2.20
H -4.10 -2.67 3.01
H -3.91 -4.40 2.57
H -3.09 -3.76 4.01
H -5.34 -2.97 0.82
H -4.67 -2.99 -0.82
H -4.00 -4.09 0.40
H -3.21 0.05 0.74
H -3.61 -0.57 -0.90
H -4.86 -0.54 0.37
*
```

Atomic partial charges in e from the Mulliken method, atoms 1 to 2: number 1, I, carries 0.27; number 2, I, carries 0.04

***

Record 5
Entry from the OMol25 dataset: C16H30DyN5OS2Si as an isolated structure (the ωB97M-V functional and the def2-TZVPD basis).

Properties
Orbital gap (alpha / beta): 0.2952 / 0.2929 hartree
Expectation value of S²: 9.338
HOMO level (alpha / beta): -13.75 / -13.76 eV
Energy relative to the best compared isomer or geometry (same formula, charge and spin): 3.62 kcal/mol

Structure (ORCA input):
```
! RIJCOSX wB97M-V def2-TZVPD def2/J DEFGRID3
* xyz 2 6
Dy 0.42 -1.74 -0.21
C 2.47 4.03 3.12
Si 0.95 3.26 2.34
C -0.65 3.68 3.25
C 0.72 3.79 0.56
C 1.04 1.36 2.66
C 0.90 0.94 3.98
C 0.70 -0.40 4.31
C 0.58 -1.30 3.29
N 0.75 -0.96 2.00
C 1.03 0.34 1.69
S 1.48 0.62 0.01
H 2.47 5.11 2.96
H 3.40 3.64 2.70
H 2.50 3.87 4.20
H -0.85 4.76 3.20
H -0.62 3.41 4.31
H -1.50 3.17 2.80
H 0.43 4.85 0.55
H -0.08 3.24 0.06
H 1.62 3.69 -0.05
H 0.94 1.68 4.77
H 0.59 -0.72 5.33
H 0.36 -2.34 3.48
N 4.79 0.41 -0.88
C 5.30 -0.75 -1.29
N 6.57 -0.84 -1.66
N 4.58 -1.87 -1.33
C 3.37 -2.14 -1.20
N 2.27 -2.57 -1.11
H 5.35 1.24 -0.84
H 3.85 0.46 -0.52
H 7.18 -0.04 -1.67
H 6.92 -1.73 -1.98
C -6.29 -0.32 -2.01
C -4.90 -0.24 -2.62
C -3.88 -0.99 -1.75
S -2.21 -0.75 -2.43
O -1.30 -0.90 -1.19
C -1.98 -2.35 -3.34
C -0.90 -3.25 -2.73
C -1.31 -3.92 -1.40
H -7.00 0.25 -2.61
H -6.30 0.10 -1.00
H -6.65 -1.35 -1.95
H -4.59 0.80 -2.71
H -4.92 -0.67 -3.62
H -4.12 -2.05 -1.69
H -3.84 -0.56 -0.75
H -1.69 -2.06 -4.35
H -2.94 -2.85 -3.38
H 0.04 -2.70 -2.65
H -0.72 -4.05 -3.44
H -1.50 -3.20 -0.58
H -0.56 -4.65 -1.10
H -2.24 -4.46 -1.53
*
```

Atomic partial charges in e from the Mulliken method, atoms 1 to 2: number 1, Dy, carries 0.58; number 2, C, carries -1.02

***

Record 6
Entry from the OMol25 dataset: a 3-piece molecular cluster, C16H30F3N4O2 overall (the ωB97M-V functional and the def2-TZVPD basis).

Properties
Orbital gap: 0.3546 hartree
HOMO level: -13.10 eV
Energy relative to the best compared isomer or geometry (same formula, charge and spin): 60.64 kcal/mol

Structure (ORCA input):
```
! RIJCOSX wB97M-V def2-TZVPD def2/J DEFGRID3
* xyz 1 1
C 1.15 -4.76 0.30
C 1.08 -3.55 -0.76
O 0.03 -3.75 -1.77
C -1.25 -3.78 -1.08
C -2.43 -3.19 -2.02
N -3.51 -2.68 -1.08
C -4.86 -3.33 -1.29
C -5.31 -3.95 0.14
N -4.62 -4.92 0.71
C -3.59 -1.16 -1.07
O -2.27 -0.67 -0.79
C -2.25 0.21 0.31
F -3.14 1.28 0.04
F -0.96 0.77 0.34
F -2.52 -0.42 1.53
H 2.15 -4.67 0.85
H 0.34 -4.57 1.08
H 1.05 -5.79 -0.19
H 2.08 -3.47 -1.33
H 0.97 -2.54 -0.22
H -1.09 -3.17 -0.13
H -1.53 -4.87 -0.87
H -2.79 -4.01 -2.71
H -2.03 -2.36 -2.71
H -3.23 -2.93 -0.10
H -4.84 -4.20 -2.01
H -5.68 -2.60 -1.58
H -6.22 -3.58 0.70
H -5.09 -5.16 1.62
H -3.92 -0.82 -2.12
H -4.36 -0.86 -0.27
C 2.25 3.19 -2.57
C 1.64 2.48 -1.37
C 2.69 1.86 -0.44
C 3.50 0.84 -1.18
N 4.13 0.05 -1.77
H 2.81 2.50 -3.20
H 1.47 3.63 -3.19
H 2.93 3.99 -2.25
H 0.96 1.69 -1.73
H 1.04 3.19 -0.80
H 2.21 1.38 0.41
H 3.36 2.64 -0.05
C 3.85 6.23 3.63
C 3.13 4.88 3.62
C 3.23 4.16 2.27
C 2.60 4.99 1.20
N 2.10 5.65 0.36
H 3.40 6.92 2.91
H 3.77 6.69 4.61
H 4.91 6.11 3.38
H 2.08 5.03 3.88
H 3.57 4.24 4.40
H 2.72 3.19 2.32
H 4.28 3.97 2.01
*
```

Atomic partial charges in e from the Mulliken method, atoms 1 to 2: number 1, C, carries -0.90; number 2, C, carries -0.16